C27H33KN8O6S2 | wB97M-V/def2-TZVPD

Total charge = -2
HOMO level = -0.0241 hartree
Kohn-Sham gap = 4.4 eV
Max |F| = 0.0157 Eh/bohr
ΔE to the lowest compared entry with this formula, charge and spin = 22.1 kcal/mol

```
77
Properties=species:S:1:pos:R:3:forces:R:3
K 0.8645 -0.1132 0.1768 -0.566 0.226 0.530
S -4.3065 -2.1844 -3.0327 0.023 0.101 -0.009
S -1.2937 -0.4686 2.9032 -0.067 0.069 -0.059
O 3.2509 -0.9145 -5.0299 0.028 0.146 -0.146
O 6.1704 -3.7787 -0.3422 0.005 -0.012 0.006
O 3.4363 -4.6364 -1.0168 -0.005 -0.006 -0.008
O 1.6916 -2.2763 -0.8585 -0.001 -0.130 -0.085
O 3.3502 0.0573 -0.3345 0.108 -0.045 -0.036
O 6.1184 -0.8781 0.1031 0.001 -0.005 0.003
N 0.5864 2.6690 -0.4068 0.212 -0.101 0.049
N -1.3598 2.1746 1.4771 -0.092 -0.025 0.090
N 1.5963 -2.1112 -6.0074 0.071 -0.068 0.024
N -4.0517 0.4406 -2.7337 -0.019 0.082 -0.047
N -4.6005 -0.7527 -0.8214 0.224 -0.050 -0.054
N -3.1808 0.8928 4.1471 -0.040 0.036 0.021
N -0.2081 0.1732 -2.4808 0.216 0.257 -0.164
N -2.2768 2.0809 2.4671 0.007 -0.027 -0.107
C 2.5951 -2.9614 -6.6488 0.003 -0.029 0.043
C 5.1518 -1.5803 -0.1818 0.040 0.109 0.005
C 0.7161 -0.5314 -3.1369 -0.193 -0.275 0.031
C -0.7909 1.1810 -3.1275 -0.096 -0.056 0.039
C 1.0195 -0.3083 -4.4770 0.028 0.128 -0.099
C -4.8092 1.6598 -2.4533 0.027 -0.064 -0.029
C -0.5196 4.6815 -1.0388 -0.006 0.025 -0.039
C -5.1719 0.7766 1.0491 0.147 -0.029 0.014
C -0.5350 -2.3240 -7.2592 -0.026 0.016 0.005
C -4.3134 -0.7605 -2.1413 -0.109 0.030 0.122
C 1.5164 4.0469 -2.1198 0.007 -0.021 0.003
C 3.7890 -3.4929 -0.7321 0.012 0.016 0.005
C -3.9395 2.8991 -2.3139 -0.020 0.016 0.008
C -0.4199 3.5328 -0.2526 -0.113 -0.069 0.063
C 3.1737 -3.9999 -5.6958 -0.020 -0.013 -0.005
C 1.5324 2.9214 -1.3008 -0.008 0.019 -0.128
C -1.4184 3.2509 0.7889 0.068 0.033 -0.084
C 2.0635 -1.1320 -5.1773 -0.112 -0.132 0.146
C -4.0694 0.1941 0.1786 -0.132 -0.097 -0.128
C -2.2383 0.9309 3.1324 0.049 -0.094 -0.035
C 0.2293 -2.6115 -5.9744 -0.035 -0.011 -0.002
C 2.9385 -2.2969 -0.6629 0.230 -0.075 -0.078
C 5.1826 -3.0608 -0.4042 -0.024 0.025 -0.006
C -0.5439 1.4901 -4.4554 -0.028 -0.004 0.023
C 0.3644 0.7087 -5.1519 0.109 0.019 0.030
C 0.4606 4.9340 -1.9853 -0.019 0.006 0.007
C 3.7624 -1.1332 -0.3856 0.055 -0.093 -0.095
H -3.7975 0.3123 -3.7009 0.009 -0.019 0.002
H 3.6656 -3.5138 -4.8551 -0.004 -0.002 -0.003
H -5.9169 1.3082 0.4535 -0.020 0.022 0.000
H -4.7346 -1.6930 -0.4821 -0.037 0.007 0.029
H -3.5135 0.9735 -0.3363 0.008 -0.001 -0.004
H 2.3079 4.2079 -2.8389 -0.001 -0.003 -0.002
H -1.5016 1.7620 -2.5534 0.024 0.018 0.018
H -3.3399 -0.3349 0.7956 0.006 0.017 0.043
H -3.4060 3.1194 -3.2412 0.012 -0.027 0.016
H -1.5536 -2.7089 -7.1847 0.005 0.000 -0.005
H -1.3544 5.3580 -0.8977 0.007 0.007 -0.005
H 3.9059 -4.6241 -6.2117 0.000 0.001 0.000
H -5.6833 -0.0143 1.6006 0.005 0.006 0.009
H -0.5863 -1.2478 -7.4359 -0.008 -0.016 0.004
H -0.0584 -2.7901 -8.1239 0.020 0.016 -0.001
H 2.3932 -4.6520 -5.3001 0.009 0.003 0.013
H 0.4015 5.8193 -2.6083 0.004 0.000 0.000
H 0.2633 -3.6885 -5.7870 -0.008 0.001 0.001
H -4.5614 3.7634 -2.0703 0.002 0.002 -0.024
H 2.1124 -3.4434 -7.5028 0.002 0.011 -0.006
H -5.5341 1.8060 -3.2625 -0.020 0.021 0.021
H -4.7228 1.4620 1.7670 -0.033 0.016 0.044
H -3.2042 2.7795 -1.5177 0.004 0.016 0.018
H 2.3299 2.1833 -1.3684 0.007 0.012 0.014
H -0.2957 -2.1720 -5.1292 0.016 -0.022 -0.008
H -3.4663 1.8005 4.4831 0.004 0.002 -0.007
H -1.0498 2.3246 -4.9249 -0.005 -0.003 -0.003
H -2.1841 4.0042 0.9948 0.009 0.024 -0.004
H 1.1863 -1.3316 -2.5635 0.081 0.040 -0.017
H 3.3884 -2.3195 -7.0293 0.005 0.010 0.008
H -5.3843 1.4982 -1.5469 -0.012 0.005 0.010
H 0.5897 0.8973 -6.1964 -0.035 0.018 0.014
H -3.0015 0.1878 4.8411 0.007 -0.011 0.001
```
Positions in Å, forces in eV/Å.

***

C27H33N3O6 | wB97M-V/def2-TZVPD

Total charge = 0
HOMO level = -0.2998 hartree
SMILES = CCOc1ccc(NC(=O)CN(C)C(=O)c2ccc3c(c2)C(=O)N(CCC(C)C)C3=O)cc1OCC
Kohn-Sham gap = 7.6 eV
Max |F| = 0.0137 Eh/bohr
ΔE to the lowest compared entry with this formula, charge and spin = 5.1 kcal/mol

```
69
Properties=species:S:1:pos:R:3:forces:R:3
O -2.7265 1.4158 0.7020 -0.179 -0.234 0.073
O -0.0389 -2.6252 3.9833 -0.105 0.075 -0.046
O 0.6522 1.0213 -3.5567 -0.244 -0.020 0.085
O -2.6228 6.4340 0.8208 -0.155 0.089 0.147
O -1.7959 0.8899 -2.8091 0.377 0.139 -0.062
O 3.6269 -2.2060 1.3087 0.004 0.022 -0.038
N 1.9130 -2.6919 2.7672 0.132 -0.271 0.166
N -1.4434 3.1640 1.3169 -0.144 0.216 0.062
N -1.4820 5.2866 -0.7114 0.277 0.432 -0.479
C -1.6482 1.8526 1.0678 0.053 -0.026 0.045
C -0.4777 0.9340 1.2401 0.044 -0.360 -0.010
C 2.4473 -5.0819 2.4583 -0.277 0.268 -0.040
C 1.5970 -0.8678 1.4282 -0.611 0.308 0.088
C 2.5383 -1.9659 1.7654 0.132 -0.004 -0.011
C 2.2317 -0.3192 -4.7011 -0.186 0.346 0.227
C -0.9373 4.1928 -1.4154 0.342 -0.268 -0.202
C 0.3764 4.2718 -1.8443 -0.259 0.047 0.209
C 0.6516 1.0699 0.4384 -0.068 -0.029 0.085
C 1.1292 -6.6407 1.0248 -0.070 0.305 0.054
C -2.2340 5.3586 0.4125 -0.042 -0.142 0.330
C -1.1587 2.0259 -2.4573 0.239 -0.061 -0.101
C 0.1957 2.1013 -2.8752 -0.127 0.010 -0.010
C -0.2384 3.7075 1.8961 0.328 0.076 0.120
C 0.1856 -5.9255 3.2328 0.018 0.233 -0.185
C 0.4655 -1.0047 2.2368 0.254 0.395 -0.482
C 1.7007 0.1611 0.5158 0.058 -0.158 0.106
C 1.0340 -5.4998 2.0366 0.168 -0.238 0.094
C -0.5907 -0.1252 2.1442 0.083 0.011 -0.025
C 0.9372 3.2295 -2.5713 -0.021 -0.270 -0.215
C 2.4963 -3.8645 3.3828 0.250 -0.330 -0.010
C 0.6717 -2.1828 3.1173 -0.064 -0.009 0.165
C -2.5552 4.0788 1.1757 -0.332 -0.020 0.034
C -3.1550 0.6953 -2.4529 -0.601 0.009 0.068
C -1.7080 3.0786 -1.7449 0.010 -0.068 -0.128
C -4.1145 1.4405 -3.3765 0.403 -0.146 0.125
C 1.9934 1.0086 -4.0000 0.349 -0.077 -0.168
H 2.1712 1.8426 -4.6940 -0.021 -0.037 0.139
H 0.3334 2.9251 2.3913 -0.015 0.116 0.002
H 1.9434 -4.0471 4.3058 0.084 0.070 -0.048
H -3.9679 2.5161 -3.3162 -0.046 0.104 -0.009
H -0.0331 -5.0812 3.8806 -0.035 0.015 0.130
H 3.5390 -3.6352 3.6213 -0.134 0.001 0.055
H -0.5087 4.4661 2.6323 0.014 -0.021 0.027
H -3.3700 3.5377 0.6865 0.092 0.126 0.076
H 2.9299 -5.9141 2.9746 0.054 -0.078 -0.005
H 1.5498 -0.4204 -5.5404 -0.033 -0.034 -0.107
H 0.1389 -6.9271 0.6787 -0.087 -0.085 -0.059
H -0.7622 -6.3343 2.8902 -0.120 -0.069 0.016
H -2.9112 4.3979 2.1637 0.052 0.016 -0.205
H 0.5449 -4.6482 1.5485 0.025 -0.010 -0.007
H 2.5729 0.2570 -0.1116 0.101 0.014 -0.078
H 1.5981 -7.5105 1.4801 0.062 -0.141 0.041
H -3.3201 0.9583 -1.4030 0.082 -0.078 -0.134
H 1.7209 -6.3437 0.1616 0.074 -0.027 -0.119
H 3.2552 -0.3702 -5.0615 0.101 -0.024 -0.042
H 0.6994 -6.6912 3.8109 0.061 -0.143 0.084
H 2.0527 -1.1383 -4.0105 0.018 -0.109 0.046
H -1.4760 -0.2436 2.7493 -0.107 -0.026 0.064
H -1.2209 6.1993 -1.0671 -0.146 -0.098 0.132
H 2.6767 1.1132 -3.1448 -0.083 0.066 -0.073
H 0.7033 1.8873 -0.2641 0.013 0.140 -0.081
H -3.9506 1.1313 -4.4061 -0.031 -0.009 -0.099
H 0.9690 5.1458 -1.6187 0.051 0.089 0.072
H -2.7390 3.0483 -1.4398 -0.149 -0.064 0.019
H 0.3906 4.1745 1.1334 0.038 0.017 0.017
H -5.1387 1.2095 -3.0973 -0.131 -0.004 0.024
H 1.9626 3.3151 -2.8925 0.096 -0.051 -0.062
H -3.3040 -0.3821 -2.5634 0.009 0.135 0.088
H 3.0344 -4.8552 1.5656 0.079 -0.052 0.023
```
Positions in Å, forces in eV/Å.

***

C27H33N5O2S | wB97M-V/def2-TZVPD

Total charge = 0
HOMO level = -0.3019 hartree
SMILES = CN1CCN(S(=O)(=O)c2ccc(N3CCN(C(c4ccccc4)c4ccccc4)CC3)nc2)CC1
Kohn-Sham gap = 8.8 eV
Max |F| = 0.0208 Eh/bohr

```
68
Properties=species:S:1:pos:R:3:forces:R:3
S -5.3951 0.2156 -0.1381 -0.004 -0.064 0.157
O -6.1490 -0.6451 -1.0021 0.326 -0.143 -0.057
O -5.9747 1.4436 0.3189 0.325 0.091 0.105
N -2.5234 -1.5193 2.2757 -0.095 0.008 0.023
N -1.8501 1.8668 -0.9718 0.245 0.060 -0.049
N -5.0374 -0.6750 1.2213 -0.471 0.535 -0.796
N -0.0102 1.2562 -2.1939 0.124 0.199 -0.213
N 2.3386 0.4893 -0.7869 0.125 -0.118 0.111
C 4.6238 1.8991 0.2256 -0.016 -0.017 0.036
C -1.0863 -1.6578 2.3461 -0.069 -0.009 0.017
C -3.0821 1.6683 -0.5517 -0.270 -0.066 0.033
C 5.2253 1.6002 2.9084 0.059 0.006 0.088
C 4.8027 -1.0136 -1.3854 -0.017 -0.041 0.031
C -1.2957 0.9988 -1.8328 -0.492 0.038 0.023
C 0.8724 0.2338 -2.7083 0.071 -0.453 0.118
C -2.0474 -0.0746 -2.3618 -0.014 -0.073 0.066
C 5.6543 -2.0007 -1.8449 0.028 0.057 -0.060
C 4.3449 0.7274 2.2939 -0.066 0.014 -0.095
C -4.5805 -2.0302 1.0551 0.305 -0.543 -0.324
C -3.3217 -0.2832 -1.8902 0.087 0.113 -0.008
C 1.5664 -0.4790 -1.5438 -0.046 -0.061 -0.361
C -2.9220 -0.1232 2.3625 -0.147 0.000 0.080
C -4.4476 -0.0071 2.3529 0.367 0.488 0.331
C 1.4528 1.5179 -0.2648 -0.094 0.345 -0.126
C 3.1220 -0.1328 0.2756 0.041 -0.022 0.001
C 5.7422 -3.2115 -1.1776 0.042 -0.118 0.020
C 4.1119 -2.4439 0.4052 -0.071 0.123 -0.036
C -3.0537 -2.1285 1.0671 -0.146 -0.060 0.023
C 4.0204 -1.2277 -0.2567 -0.098 -0.258 -0.014
C -3.8439 0.5822 -0.9357 -0.702 -0.150 0.176
C 4.0352 0.8690 0.9484 -0.098 0.173 0.192
C 4.9691 -3.4304 -0.0513 0.081 -0.112 0.002
C 0.7445 2.2237 -1.4215 0.078 0.227 0.423
C 5.4991 2.7750 0.8410 0.055 0.036 -0.034
C 5.8047 2.6269 2.1834 0.069 0.053 0.072
H 0.3360 -0.4828 -3.3261 0.032 0.055 -0.016
H -4.9928 -2.3972 0.1154 0.042 -0.208 0.106
H 2.4516 -0.5717 1.0420 0.118 0.040 -0.080
H 0.0602 2.9805 -1.0433 0.202 -0.023 -0.074
H -2.6378 -1.6484 0.1621 0.020 -0.096 0.116
H -4.7626 1.0353 2.3117 0.052 -0.015 0.235
H -0.5704 -1.1504 1.5124 0.010 0.011 -0.020
H 6.2550 -1.8247 -2.7252 0.048 0.018 -0.073
H 6.4906 3.3094 2.6627 0.050 0.059 0.041
H 1.4845 2.6815 -2.0821 -0.006 0.012 0.030
H 0.7981 -0.9698 -0.9143 0.061 0.005 -0.026
H -4.8467 -0.4695 3.2622 -0.001 0.070 -0.062
H -3.9312 -1.1021 -2.2408 -0.001 -0.119 -0.106
H 2.2367 -1.2496 -1.9281 -0.109 0.012 0.007
H 5.0308 -4.3723 0.4738 0.009 -0.079 0.037
H -1.6405 -0.7296 -3.1139 0.024 -0.046 -0.046
H -0.8274 -2.7153 2.3220 0.089 -0.038 0.001
H -2.4937 0.4663 1.5318 0.034 -0.075 0.148
H 3.5079 -2.6232 1.2838 -0.081 0.003 0.082
H 3.8948 -0.0724 2.8651 -0.067 -0.091 0.053
H 6.4103 -3.9809 -1.5347 0.051 -0.063 -0.031
H 1.6291 0.7264 -3.3251 -0.050 -0.088 -0.025
H 0.6884 1.0866 0.4086 0.061 0.012 -0.003
H -0.7321 -1.2312 3.2832 0.096 0.008 0.031
H 4.7309 -0.0714 -1.9052 -0.005 0.132 -0.079
H -2.5386 0.2833 3.3017 -0.006 0.056 -0.049
H 5.9466 3.5758 0.2705 0.034 0.066 -0.048
H 4.3791 2.0176 -0.8184 -0.044 0.020 -0.128
H 5.4578 1.4787 3.9562 0.019 -0.004 0.086
H 2.0413 2.2382 0.3049 -0.092 -0.008 -0.003
H -4.9819 -2.6262 1.8819 -0.009 0.026 -0.087
H -2.7622 -3.1819 1.0591 -0.011 0.024 -0.064
H -3.4816 2.4022 0.1349 -0.086 0.067 0.088
```
Positions in Å, forces in eV/Å.

***

C27H33N7S2Ta | wB97M-V/def2-TZVPD

Total charge = +3
HOMO level = -0.6233 hartree
Kohn-Sham gap = 6.6 eV
Max |F| = 0.0195 Eh/bohr

```
70
Properties=species:S:1:pos:R:3:forces:R:3
Ta -0.1698 -0.1639 -0.3058 0.177 -0.918 -0.359
S 0.1626 -1.6923 -2.2810 -0.030 0.157 0.013
S 1.6052 1.5051 -0.3429 0.139 -0.093 0.131
N -1.2149 -1.6863 0.9617 0.058 0.175 -0.059
N 0.5815 -3.7821 -0.4617 0.090 -0.045 0.085
N 1.6645 -1.8138 0.2731 0.078 0.273 0.404
N 1.2424 1.1181 2.3334 -0.132 -0.184 -0.072
N 2.8685 2.5783 1.7031 -0.070 -0.041 -0.008
N 0.3480 0.1754 1.8922 0.106 0.334 -0.276
N -0.3924 -4.3132 -2.3256 0.023 -0.052 -0.099
C 1.5579 -3.1457 0.3580 -0.028 -0.092 -0.186
C -1.5591 2.6774 1.0487 0.038 0.012 -0.053
C -1.0333 -1.6464 2.3010 -0.186 -0.100 0.077
C -3.2197 -1.0039 -2.1211 0.007 0.088 -0.015
C 1.9056 1.7124 1.3890 0.050 0.197 -0.132
C -1.6735 -2.5386 3.1439 -0.019 -0.012 0.010
C 2.7838 -1.2952 0.8280 -0.044 -0.048 0.019
C -0.3560 -5.4542 -1.5455 -0.032 0.008 -0.027
C -2.7080 -3.5334 1.2343 0.002 0.020 -0.065
C -1.6148 1.7044 -0.0902 0.338 0.571 -0.127
C -0.3607 3.1627 -1.8516 0.013 -0.086 -0.059
C -2.5220 -3.4957 2.6067 -0.008 -0.021 0.066
C -2.3400 0.0326 -1.4894 -0.228 -0.142 0.334
C -1.0201 1.9060 -1.3914 -0.026 0.384 0.587
C 3.5057 -3.3769 1.7110 0.032 -0.042 0.029
C -3.4722 0.2346 0.8780 -0.030 -0.074 -0.123
C 3.7111 -2.0202 1.5429 0.010 0.042 -0.002
C -1.1491 0.7614 -3.6892 -0.018 -0.008 0.017
C 0.1736 -3.3018 -1.6570 -0.063 0.098 -0.059
C -2.0464 -2.6090 0.4512 0.051 -0.070 0.080
C 0.1667 -0.4936 4.2559 0.002 0.000 -0.031
C 2.4243 -3.9543 1.0729 0.000 -0.014 -0.022
C -0.9094 -4.2526 -3.7013 -0.009 0.011 0.047
C -1.4182 0.8454 -2.2202 0.002 -0.130 -0.172
C -2.4837 0.5947 -0.1857 -0.289 -0.328 -0.080
C -0.1416 -0.5999 2.8031 0.042 0.031 0.117
C 0.2410 -5.1334 -0.3858 -0.012 0.044 0.040
H -0.5878 3.1656 1.1140 -0.010 -0.001 -0.002
H -2.3091 3.4570 0.8973 -0.003 -0.003 -0.005
H -1.7381 -3.5507 -3.7597 0.001 0.001 0.007
H -3.6949 -0.5662 -3.0012 -0.024 0.009 0.018
H -0.0238 3.7769 -1.0221 0.004 0.017 -0.002
H 0.9852 0.1944 4.4261 -0.004 0.012 0.010
H -1.1113 3.7286 -2.4115 -0.002 0.021 0.017
H -0.7129 -0.1234 4.7908 -0.002 -0.008 0.004
H 4.1988 -3.9885 2.2735 0.000 0.007 -0.002
H -2.6635 -1.8740 -2.4724 -0.011 0.013 -0.029
H -1.2537 -5.2454 -3.9735 0.000 -0.003 0.006
H -0.1179 -3.9451 -4.3800 0.015 -0.005 0.007
H 3.3406 3.1213 0.9991 0.007 -0.002 -0.001
H 0.4179 -1.4692 4.6732 -0.005 -0.008 -0.021
H -1.2886 -0.2424 -4.0830 -0.003 0.003 0.004
H 0.4410 -5.7397 0.4782 0.001 0.009 -0.005
H -0.1493 1.1095 -3.9464 0.001 -0.011 -0.002
H 0.4782 2.9865 -2.5237 -0.009 -0.008 -0.004
H 3.0401 2.7959 2.6740 0.007 -0.003 0.005
H -4.0163 -1.3219 -1.4513 0.031 -0.042 0.009
H -0.7596 -6.3926 -1.8866 0.004 0.008 -0.014
H -1.8602 1.4130 -4.2052 0.002 0.015 0.016
H 2.3038 -5.0262 1.0792 0.004 0.005 -0.004
H -1.5231 -2.4774 4.2119 0.002 0.000 -0.007
H -3.0349 0.2859 1.8750 -0.015 0.019 0.001
H 4.5788 -1.5206 1.9498 -0.007 0.001 -0.002
H -1.7671 2.2023 2.0059 -0.001 -0.005 -0.006
H -3.3700 -4.2536 0.7735 0.004 0.005 -0.007
H -4.2883 0.9603 0.8512 -0.001 0.008 -0.007
H -2.1799 -2.5952 -0.6187 -0.003 -0.011 -0.018
H 2.9464 -0.2462 0.6702 -0.010 0.004 0.008
H -3.9070 -0.7516 0.7322 -0.011 0.008 0.002
H -3.0372 -4.1932 3.2546 0.001 0.004 -0.004
```
Positions in Å, forces in eV/Å.